Below is a molecular structure, C72H158F4N10O9S4 at a distorted geometry, with properties calculated with ωB97M-V/def2-TZVPD.

Calculated values
DFT total energy   -164709.05620 eV
HOMO energy   -18.167 eV
LUMO energy   -11.34 eV

```
! RIJCOSX wB97M-V def2-TZVPD def2/J DEFGRID3
* xyz 6 1
C -4.463 5.146 2.504
C -4.290 6.278 3.524
C -5.614 6.852 3.918
N -5.625 8.215 4.520
C -5.047 8.271 5.906
C -5.985 7.597 6.947
C -7.412 8.034 6.821
C -7.966 7.926 5.414
C -7.090 8.752 4.478
C -4.742 9.231 3.753
H -5.052 5.441 1.596
H -5.005 4.288 2.894
H -3.513 4.851 1.940
H -3.689 7.031 2.985
H -3.772 5.890 4.394
H -6.201 6.213 4.585
H -6.126 6.930 2.952
H -4.027 7.908 5.949
H -4.979 9.348 6.142
H -5.804 6.530 7.017
H -5.554 7.843 7.909
H -8.074 7.486 7.512
H -7.459 9.118 7.083
H -8.173 6.901 5.094
H -8.954 8.394 5.440
H -7.421 8.699 3.425
H -6.886 9.761 4.857
H -4.949 10.269 4.074
H -4.835 9.147 2.659
H -3.687 9.081 3.914
C -7.180 7.021 -3.714
C -6.842 6.192 -4.942
C -8.155 5.580 -5.555
N -7.892 4.446 -6.519
C -9.198 3.893 -7.146
C -9.795 4.920 -8.076
C -8.746 5.138 -9.186
C -7.457 5.677 -8.558
C -6.860 4.696 -7.574
C -7.336 3.222 -5.783
H -7.919 6.511 -3.000
H -7.633 7.901 -4.120
H -6.269 7.348 -3.211
H -6.063 5.536 -4.821
H -6.308 6.837 -5.601
H -8.605 6.393 -6.113
H -8.880 5.219 -4.806
H -9.800 3.563 -6.313
H -8.943 2.962 -7.667
H -10.198 5.824 -7.637
H -10.615 4.423 -8.532
H -9.046 5.901 -9.868
H -8.542 4.228 -9.758
H -7.594 6.571 -7.987
H -6.740 5.842 -9.351
H -5.938 5.030 -7.117
H -6.753 3.768 -8.106
H -6.483 3.450 -5.191
H -7.080 2.462 -6.551
H -8.053 2.910 -5.028
C 6.545 -0.906 2.770
C 6.718 -1.890 1.622
C 7.959 -2.732 1.744
N 8.298 -3.682 0.588
C 8.407 -2.887 -0.719
C 9.717 -2.094 -0.728
C 10.984 -2.961 -0.503
C 10.811 -3.574 0.886
C 9.534 -4.407 0.989
C 7.191 -4.745 0.410
H 5.635 -0.313 2.626
H 7.424 -0.297 2.798
H 6.485 -1.530 3.689
H 6.652 -1.377 0.647
H 5.870 -2.534 1.590
H 7.887 -3.431 2.615
H 8.806 -2.111 1.878
H 7.548 -2.219 -0.699
H 8.337 -3.598 -1.605
H 9.638 -1.342 0.056
H 9.760 -1.524 -1.673
H 11.864 -2.288 -0.498
H 11.147 -3.779 -1.256
H 10.819 -2.786 1.649
H 11.604 -4.288 1.210
H 9.450 -4.855 1.998
H 9.671 -5.291 0.372
H 6.997 -5.086 1.433
H 7.521 -5.548 -0.232
H 6.271 -4.296 -0.001
C 4.809 0.602 -0.975
C 5.097 2.015 -0.383
C 4.581 3.153 -1.216
N 4.828 4.608 -0.765
C 3.967 5.432 -1.694
C 4.341 6.909 -1.577
C 5.836 7.175 -1.776
C 6.618 6.331 -0.790
C 6.283 4.895 -0.961
C 4.431 4.731 0.674
H 5.358 0.363 -1.881
H 3.727 0.451 -1.098
H 5.094 -0.112 -0.223
H 6.193 2.180 -0.155
H 4.574 2.151 0.535
H 3.527 2.947 -1.329
H 5.005 3.096 -2.257
H 4.216 5.046 -2.685
H 2.884 5.313 -1.494
H 3.818 7.424 -2.365
H 4.059 7.346 -0.607
H 6.122 6.902 -2.807
H 6.073 8.225 -1.642
H 7.678 6.526 -1.059
H 6.491 6.654 0.295
H 6.599 4.540 -1.961
H 6.759 4.306 -0.170
H 3.399 4.399 0.713
H 4.560 5.750 1.007
H 5.171 4.141 1.234
C 1.251 -2.985 7.690
C 1.528 -1.565 8.164
C 0.872 -0.636 7.189
N 1.569 0.718 7.151
C 0.848 1.571 6.125
C 1.566 2.856 5.760
C 2.990 2.663 5.315
C 3.735 1.768 6.275
C 2.977 0.496 6.595
C 1.692 1.264 8.552
H 0.194 -3.098 7.460
H 1.596 -3.611 8.532
H 1.846 -3.262 6.819
H 2.608 -1.453 8.158
H 1.072 -1.548 9.166
H -0.197 -0.512 7.516
H 0.929 -1.017 6.167
H 0.761 0.914 5.260
H -0.162 1.776 6.503
H 1.042 3.442 4.958
H 1.541 3.438 6.721
H 2.884 2.139 4.370
H 3.464 3.576 5.278
H 4.752 1.638 5.897
H 3.884 2.234 7.261
H 2.899 -0.195 5.771
H 3.569 -0.023 7.320
H 2.016 2.258 8.395
H 2.384 0.685 9.133
H 0.716 1.221 9.034
C -5.253 -4.069 -5.746
C -4.485 -4.434 -4.413
C -5.457 -4.955 -3.358
N -4.849 -5.484 -2.134
C -6.030 -5.728 -1.117
C -7.016 -6.750 -1.582
C -6.220 -8.071 -1.845
C -5.041 -7.834 -2.784
C -4.081 -6.808 -2.292
C -4.019 -4.373 -1.510
H -5.685 -4.976 -6.113
H -4.571 -3.715 -6.547
H -5.975 -3.301 -5.540
H -4.122 -3.411 -4.114
H -3.652 -5.143 -4.624
H -6.145 -5.733 -3.644
H -6.033 -4.128 -3.059
H -6.475 -4.767 -1.001
H -5.534 -6.011 -0.222
H -7.643 -6.477 -2.415
H -7.692 -6.923 -0.745
H -6.820 -8.849 -2.298
H -5.860 -8.441 -0.925
H -5.394 -7.618 -3.787
H -4.444 -8.760 -2.898
H -3.304 -6.649 -2.997
H -3.669 -7.075 -1.308
H -3.094 -4.169 -2.083
H -3.642 -4.809 -0.571
H -4.619 -3.479 -1.293
C 0.347 -2.791 -8.814
C 1.275 -1.956 -7.911
C 0.398 -1.498 -6.764
N 1.053 -0.552 -5.808
C 1.604 0.637 -6.553
C 2.198 1.753 -5.693
C 1.166 2.246 -4.638
C 0.576 1.056 -3.925
C 0.003 -0.009 -4.872
C 2.107 -1.365 -5.153
H 1.025 -3.452 -9.387
H -0.275 -2.155 -9.468
H -0.242 -3.495 -8.294
H 1.618 -1.223 -8.625
H 2.051 -2.610 -7.541
H 0.053 -2.351 -6.241
H -0.448 -0.954 -7.167
H 0.766 1.054 -7.119
H 2.407 0.335 -7.195
H 2.429 2.594 -6.374
H 3.037 1.253 -5.225
H 0.417 2.819 -5.193
H 1.676 2.892 -3.899
H -0.242 1.387 -3.227
H 1.297 0.544 -3.281
H -0.813 0.244 -5.551
H -0.376 -0.879 -4.387
H 2.966 -1.452 -5.837
H 1.736 -2.354 -4.850
H 2.381 -0.814 -4.232
C 2.420 -7.411 2.342
C 1.559 -7.346 3.592
C 0.133 -7.858 3.336
C 0.153 -9.346 3.064
C 0.645 -10.053 4.280
C 2.014 -9.812 4.850
N 2.238 -8.209 4.638
O 2.932 -7.627 5.507
C 3.124 -10.403 4.013
C 2.240 -9.956 6.336
C 1.460 -5.865 4.077
H 3.404 -7.012 2.643
H 1.919 -6.679 1.667
H 2.459 -8.417 1.950
H -0.238 -7.282 2.470
H -0.460 -7.651 4.228
H 0.617 -9.664 2.134
H -0.847 -9.730 3.014
H 0.667 -11.165 4.170
H -0.079 -9.917 5.085
H 4.133 -10.287 4.440
H 3.126 -9.888 3.038
H 2.977 -11.480 3.760
H 1.648 -9.191 6.922
H 3.312 -9.819 6.455
H 1.977 -11.002 6.558
H 0.717 -5.742 4.870
H 1.107 -5.196 3.260
H 2.447 -5.515 4.347
N 1.610 -1.981 -1.540
S 0.102 -2.383 -1.696
O -0.673 -1.234 -2.017
O -0.463 -3.288 -0.749
F 0.221 -3.293 -2.968
S 2.700 -3.197 -1.148
O 2.122 -4.134 -0.238
O 3.927 -2.505 -0.872
F 2.989 -4.041 -2.412
N 1.598 2.618 1.679
S 2.055 1.126 1.911
O 1.169 0.436 2.837
O 3.528 1.100 2.033
F 1.682 0.283 0.649
S 0.014 3.016 1.675
O -0.646 3.126 2.960
O -0.620 2.526 0.489
F 0.352 4.605 1.397
*
```

These are the Löwdin partial charges, in e, on atoms 1 to 8: atom 1 (C): -0.10, atom 2 (C): -0.23, atom 3 (C): -0.16, atom 4 (N): -0.25, atom 5 (C): -0.10, atom 6 (C): -0.16, atom 7 (C): -0.19, atom 8 (C): -0.17